## a
Here is the ion C5H9N2 with charge +1 from the OMol25 dataset. Energies are from wB97M-V/def2-TZVPD.

Values from the calculation:
Highest occupied orbital energy ... -13.136 eV
Net charge ... +1
LUMO ... -4.00 eV
Molecular weight ... 97.141 g mol⁻¹

Each line ends with the Löwdin charge.
Element x y z (Å)
C: -0.69071 -1.27134 -2.49331  0.027
N: -0.57216 -0.86877 -1.28953  -0.041
C: -0.10510 -1.53566 -0.13381  -0.238
C: 1.07999 -0.87388 0.65636  -0.151
N: 0.73662 0.46310 0.84853  0.211
C: 0.19294 1.44846 1.15037  0.060
C: -0.31558 2.72657 1.29296  0.031
H: -0.29114 -2.11514 -2.90931  0.053
H: -1.25407 -0.70571 -3.19093  0.072
H: 0.22158 -2.68706 -0.23909  0.167
H: -0.85173 -1.39640 0.76671  0.150
H: 1.20551 -1.40942 1.51085  0.096
H: 2.03733 -1.01948 -0.01850  0.185
H: -1.12392 2.91864 0.66813  0.099
H: 0.28308 3.56074 0.98094  0.124
H: -0.55267 2.76536 2.39964  0.155


## b
Here is the ion C5H9N2 with charge +1 from the OMol25 dataset. Energies are from wB97M-V/def2-TZVPD.

Values from the calculation:
Highest occupied orbital energy ... -14.526 eV
Net charge ... +1
LUMO ... -3.53 eV
Molecular weight ... 97.141 g mol⁻¹

Each line ends with the Löwdin charge.
Element x y z (Å)
C: -1.36684 2.16437 -1.15625  -0.079
N: -0.35849 1.38761 -0.56863  0.035
C: -0.62115 0.39278 0.11045  -0.158
N: 0.33816 -0.51001 0.53668  -0.113
C: 0.44918 -1.60547 1.44532  -0.012
C: 0.77409 -1.84074 0.03251  -0.003
C: 1.68724 -0.62729 -0.10707  0.087
H: -1.30465 2.11884 -2.18228  0.074
H: -2.32113 1.92021 -0.65201  0.100
H: -1.11402 3.16415 -0.81136  0.103
H: -1.68508 -0.11180 0.15569  0.194
H: -0.42244 -2.01547 2.10974  0.188
H: 1.28177 -1.43806 2.17625  0.144
H: 0.47913 -2.45238 -0.87051  0.191
H: 2.44405 -0.61085 0.68372  0.134
H: 1.74020 0.06412 -0.90225  0.116


## c
Here is the ion C5H9N2 with charge +1 from the OMol25 dataset. Energies are from wB97M-V/def2-TZVPD.

Values from the calculation:
Highest occupied orbital energy (spin up / spin down) ... -12.205 / -12.193 eV
Net charge ... +1
LUMO (spin up / spin down) ... -4.36 / -4.40 eV
Molecular weight ... 97.141 g mol⁻¹

Each line ends with the Löwdin charge.
Element x y z (Å)
C: -0.99991 -0.86970 -0.49358  -0.148
C: 0.09578 -1.52760 -0.22479  -0.059
C: -1.21667 0.39149 -0.07148  -0.118
C: -2.26506 1.10194 0.20874  0.061
C: 1.13579 0.55541 0.48469  -0.141
N: 1.69964 1.20320 -0.61378  0.053
N: 1.26078 -0.90348 0.49940  0.084
H: -1.79677 -1.44886 -1.17487  0.200
H: 0.22718 -2.56280 -0.38119  0.116
H: -2.37485 2.06307 0.76385  0.098
H: -3.13608 0.48265 0.23384  0.076
H: 1.18723 1.12912 1.34742  0.111
H: 1.65187 2.21609 -0.51969  0.106
H: 1.29566 0.94032 -1.60397  0.164
H: 1.25045 -1.35378 1.49433  0.239
H: 1.98495 -1.41709 0.05108  0.158


## d
Here is a structure of composition C5H9N2 from the OMol25 dataset. Energies are from wB97M-V/def2-TZVPD.

Values from the calculation:
Highest occupied orbital energy ... -12.617 eV
Net charge ... +1
LUMO ... -4.54 eV
Molecular weight ... 97.141 g mol⁻¹

Each line ends with the Löwdin charge.
Element x y z (Å)
C: -1.02902 -1.20924 -0.18779  -0.085
C: 0.41861 -1.35491 -0.33625  -0.075
C: -1.34234 0.07210 -0.00603  -0.399
C: 0.93384 0.15489 -0.13455  -0.169
C: 2.25434 0.76435 0.06339  0.006
N: -0.14099 0.83428 0.12224  0.180
N: -2.46290 0.67372 0.27017  0.158
H: -1.82431 -2.04108 -0.16452  0.162
H: 1.00972 -1.91463 0.53009  0.167
H: 0.36274 -2.34913 -1.27043  0.250
H: 1.98540 1.64401 0.63993  0.091
H: 2.95500 0.87643 -0.80514  0.130
H: 3.00114 0.27406 0.68460  0.105
H: -0.19679 1.86761 0.39131  0.229
H: -3.22728 0.07971 0.28901  0.095
H: -2.69718 1.62784 -0.08604  0.155


It turns out d is the most stable, with the second structure 20.0 kcal/mol higher.


## a
Here is the ion C5H9N2 with charge +1 from the OMol25 dataset. Energies are from wB97M-V/def2-TZVPD.

Values from the calculation:
Highest occupied orbital energy ... -14.066 eV
Net charge ... +1
LUMO ... -4.52 eV
Molecular weight ... 97.141 g mol⁻¹

Each line ends with the Löwdin charge.
Element x y z (Å)
C: -0.78647 1.67304 -0.08831  -0.137
N: -0.44658 0.59240 -0.88457  0.035
C: -0.90859 -0.84750 -0.12455  0.036
N: -2.00810 -1.41801 0.05803  0.283
C: 0.38945 -0.35552 -0.29965  -0.447
C: 1.59368 -0.39915 0.56066  -0.053
C: 1.70829 -0.95029 -0.80658  0.021
H: -0.45460 1.57722 1.06368  0.131
H: -1.85130 1.97646 -0.16928  0.094
H: 0.06899 2.51899 -0.39119  0.167
H: -2.14346 -2.38430 0.55583  0.226
H: -2.80922 -1.02682 -0.27982  0.114
H: 1.42778 -1.05405 1.49602  0.155
H: 2.17584 0.53178 0.84273  0.148
H: 2.15438 -0.38201 -1.50359  0.088
H: 1.71915 -2.05519 -0.85578  0.139


## b
Here is the ion C5H9N2 with charge +1 from the OMol25 dataset. Energies are from wB97M-V/def2-TZVPD.

Values from the calculation:
Highest occupied orbital energy (spin up / spin down) ... -12.784 / -12.785 eV
Net charge ... +1
LUMO (spin up / spin down) ... -5.11 / -5.11 eV
Molecular weight ... 97.141 g mol⁻¹

Each line ends with the Löwdin charge.
Element x y z (Å)
C: -0.38122 1.40559 0.13695  -0.031
C: 0.83497 0.87613 0.45914  -0.066
C: -1.48774 0.70424 -0.55204  -0.145
C: 1.53049 -0.09540 -0.36281  -0.060
C: -0.94030 -1.52497 0.26724  0.047
N: -1.79879 -0.63829 0.11807  -0.078
N: 2.69602 -0.62924 -0.06123  0.200
H: -0.80583 2.16034 0.84616  0.141
H: 1.37892 1.46275 1.13397  0.099
H: -2.44162 1.22398 -0.31436  0.129
H: -1.45263 0.55812 -1.63075  0.130
H: 0.78648 -0.46115 -1.06110  0.110
H: -1.48779 -2.35644 0.61488  0.036
H: -2.82277 -0.77589 0.27674  0.169
H: 2.97795 -1.39699 -0.60733  0.113
H: 3.41387 -0.51279 0.73648  0.205


It turns out b is the most stable, with the second structure 32.9 kcal/mol higher.


## a
Here is a cluster of 3 separate species, C2H6NO3 in total from the OMol25 dataset. Energies are from wB97M-V/def2-TZVPD.

Values from the calculation:
Highest occupied orbital energy ... -3.774 eV
Net charge ... -1
LUMO ... 3.69 eV
Molecular weight ... 92.074 g mol⁻¹

Each line ends with the Löwdin charge.
Element x y z (Å)
O: 0.47886 0.07659 -0.20026  -0.194
C: 0.86244 -0.22667 -1.35541  -0.670
N: 2.04477 -0.55422 -1.82470  -0.048
C: -2.52588 -1.38059 1.25928  -0.130
O: -2.71091 -2.12489 2.18847  -0.045
H: 0.13208 -0.44822 -2.17399  0.064
H: 2.86105 -0.29095 -1.28561  -0.036
H: -1.50034 -1.03424 1.05927  0.068
H: -3.33015 -1.26869 0.51481  0.073
H: 1.11924 2.37724 -0.12515  0.010
H: 1.23026 2.03446 1.24032  0.021
O: 1.33858 2.84019 0.70297  -0.115


## b
Here is a cluster of 2 separate species, C2H6NO3 in total from the OMol25 dataset. Energies are from wB97M-V/def2-TZVPD.

Values from the calculation:
Highest occupied orbital energy ... -3.610 eV
Net charge ... -1
LUMO ... 4.25 eV
Molecular weight ... 92.074 g mol⁻¹

Each line ends with the Löwdin charge.
Element x y z (Å)
O: 0.48324 -1.40895 1.72994  -0.038
C: 0.21753 -0.61412 0.85980  -0.695
O: -0.73024 0.17269 0.50660  -0.125
C: 1.06177 -0.94596 -0.49326  -0.200
N: 1.06065 0.14878 -1.49697  -0.041
H: 2.17679 -1.12415 -0.26631  0.095
H: 0.64893 -1.84384 -1.00362  0.093
H: 1.29664 1.01848 -1.23277  -0.010
H: 0.19513 0.23173 -2.04618  0.054
H: -1.26104 2.39468 0.09314  -0.010
H: -1.46011 1.21115 -0.80482  -0.029
O: -1.84009 2.04012 -0.54402  -0.094


## c
Here is a cluster of 2 separate species, C2H6NO3 in total from the OMol25 dataset. Energies are from wB97M-V/def2-TZVPD.

Values from the calculation:
Highest occupied orbital energy ... -4.251 eV
Net charge ... -1
LUMO ... 4.21 eV
Molecular weight ... 92.074 g mol⁻¹

Each line ends with the Löwdin charge.
Element x y z (Å)
C: 1.22976 -1.29102 -0.05074  -0.184
N: 0.77544 0.06362 0.13038  -0.079
C: -0.48785 0.23007 0.93317  -0.794
O: -0.89604 1.40297 0.93024  -0.087
O: -0.92016 -0.80919 1.45060  -0.066
H: 2.03800 -1.32220 -0.78568  0.060
H: 0.41869 -1.89550 -0.45839  0.073
H: 1.57281 -1.83387 0.84301  0.064
H: 1.47076 0.70705 0.49874  0.098
H: 0.28667 0.50664 -1.86132  -0.001
H: -0.93917 0.84899 -2.65472  0.022
O: -0.04651 0.51101 -2.78333  -0.104


It turns out c is the most stable, with the second structure 28.4 kcal/mol higher.


## a
Here is a cluster of 2 separate species, C2H6NO3 in total from the OMol25 dataset. Energies are from wB97M-V/def2-TZVPD.

Values from the calculation:
Highest occupied orbital energy ... -4.356 eV
Net charge ... -1
LUMO ... 4.27 eV
Molecular weight ... 92.074 g mol⁻¹

Each line ends with the Löwdin charge.
Element x y z (Å)
O: -0.93648 -0.20889 -2.07703  -0.081
C: -0.21748 -0.36730 -1.05518  -0.742
O: 0.14815 -1.47181 -0.60027  -0.082
C: 0.02212 0.76554 -0.11128  -0.241
N: -1.00106 1.81934 -0.29610  -0.051
H: 1.00223 1.33164 -0.21203  0.122
H: -0.11341 0.58220 0.94546  0.093
H: -0.96892 1.92167 -1.32791  0.056
H: -1.85247 1.34239 -0.04682  0.045
H: 1.48897 -2.61227 1.73859  -0.019
H: 1.00276 -1.39206 1.11238  -0.018
O: 1.42558 -1.71044 1.93021  -0.081


## b
Here is a structure of composition C2H6NO3 from the OMol25 dataset. Energies are from wB97M-V/def2-TZVPD.

Values from the calculation:
Highest occupied orbital energy ... -4.197 eV
Net charge ... -1
LUMO ... 4.26 eV
Molecular weight ... 92.074 g mol⁻¹

Each line ends with the Löwdin charge.
Element x y z (Å)
O: 0.13886 1.90405 1.03933  -0.114
C: 0.03181 0.67375 1.18155  -0.499
N: 0.44422 -0.27966 0.36196  0.020
C: -0.33484 -1.96982 0.25794  -0.429
O: 0.18589 -2.72174 -0.58523  -0.199
H: -0.47574 0.24638 2.06939  0.109
H: 1.17177 0.08169 -0.24816  0.087
H: -0.20283 -2.14807 1.33591  0.064
H: -1.32877 -1.54258 0.02277  0.069
H: -0.15310 2.18515 -0.81707  -0.012
H: -0.52756 1.11138 -1.81579  0.015
O: -0.31993 2.05535 -1.77678  -0.112


## c
Here is a cluster of 2 separate species, C2H6NO3 in total from the OMol25 dataset. Energies are from wB97M-V/def2-TZVPD.

Values from the calculation:
Highest occupied orbital energy ... -3.869 eV
Net charge ... -1
LUMO ... 3.34 eV
Molecular weight ... 92.074 g mol⁻¹

Each line ends with the Löwdin charge.
Element x y z (Å)
C: -0.71964 0.42018 -1.81752  -0.157
N: -1.82270 0.84072 -0.92170  -0.055
C: -1.48306 1.03404 0.47285  -0.828
O: -2.47365 1.08604 1.23252  -0.112
O: -0.25323 1.15707 0.66591  -0.105
H: 0.24791 0.67131 -1.45323  0.043
H: -0.74502 1.03432 -2.74793  0.055
H: -0.88904 -0.63083 -2.06981  0.055
H: -2.74354 0.56180 -1.31699  0.105
H: 3.90683 -2.20254 3.39280  0.035
H: 3.06234 -1.80886 2.14219  0.039
O: 3.91280 -2.16325 2.42092  -0.075


It turns out a is the most stable, with the second structure 5.8 kcal/mol higher.


## a
Here is a structure of composition C5H14N2O2 from the OMol25 dataset. Energies are from wB97M-V/def2-TZVPD.

Values from the calculation:
Highest occupied orbital energy ... -8.551 eV
LUMO ... 0.84 eV
Molecular weight ... 134.179 g mol⁻¹

Each line ends with the Löwdin charge.
Element x y z (Å)
C: 1.34832 0.04965 -0.92069  -0.026
C: 2.28107 -0.49658 0.10880  -0.114
N: 1.22392 2.19138 0.80764  -0.013
O: 0.49825 1.55845 -0.20500  -0.289
H: 1.11958 3.19674 0.67764  0.088
H: 0.77889 1.90586 1.68806  0.064
H: 0.87327 -0.69773 -1.54885  0.083
H: 1.83647 0.75483 -1.58727  0.087
H: 3.21387 -0.79016 -0.38519  0.084
H: 2.54060 0.26912 0.83902  0.064
H: 1.89410 -1.38754 0.59886  0.061
C: -0.93105 -1.67386 0.53205  -0.070
C: -2.03293 -0.36222 -1.22618  -0.074
N: -1.17772 -0.36895 -0.05329  -0.238
C: -1.26783 0.74103 0.82179  -0.341
O: -0.87728 0.71317 1.98206  -0.016
H: -1.97726 1.50055 0.45307  0.140
H: -1.86111 -2.23307 0.67196  0.089
H: -1.56333 -0.92967 -2.03277  0.083
H: -0.43366 -1.54122 1.48940  0.085
H: -0.28422 -2.23888 -0.14467  0.079
H: -3.00326 -0.82225 -1.00954  0.086
H: -2.19869 0.66137 -1.55688  0.088


## b
Here is the molecule C5H14N2O2 from the OMol25 dataset. Energies are from wB97M-V/def2-TZVPD.

Values from the calculation:
Highest occupied orbital energy ... -8.346 eV
LUMO ... 0.81 eV
Molecular weight ... 134.179 g mol⁻¹

Each line ends with the Löwdin charge.
Element x y z (Å)
C: 2.28840 -0.34511 0.65203  -0.130
C: 0.84625 -0.81359 0.67096  -0.127
C: -0.19632 -0.20653 -0.62988  -0.409
C: -0.44642 -1.33649 -1.63275  -0.059
N: 0.46751 0.91604 -1.33087  0.049
C: -1.50257 0.27211 0.00041  -0.261
O: -1.82091 1.60561 -0.32954  -0.022
O: -1.34522 0.13419 1.55246  -0.247
N: -1.09337 1.33707 2.29609  0.026
H: 2.72295 -0.37640 -0.34941  0.056
H: 2.91105 -0.99213 1.28037  0.076
H: 2.35560 0.67261 1.04915  0.077
H: 0.58187 -0.81722 1.72858  0.092
H: 0.80843 -1.88343 0.44649  0.086
H: -1.00211 -2.15719 -1.16728  0.086
H: -1.03007 -1.00283 -2.50036  0.087
H: 0.49592 -1.75191 -2.00783  0.085
H: 0.02633 1.07810 -2.23856  0.092
H: 1.43087 0.67040 -1.55342  0.073
H: -2.36670 -0.36093 -0.20377  0.149
H: -0.93415 1.99188 -0.50413  0.083
H: -1.75321 1.27543 3.07227  0.077
H: -1.44413 2.09031 1.69898  0.059


It turns out b is the most stable, with the second structure 24.2 kcal/mol higher.